No. 1
2 unconnected molecules or ions with the total composition C4H8N2O, computed with ωB97M-V/def2-TZVPD.

```
15
Properties=species:S:1:pos:R:3:forces:R:3:nbo_charge:R:1
H 0.87720 0.72746 2.31317 0.142 0.177 1.672 0.467
O 1.07195 0.59831 3.31706 0.822 -0.417 -0.622 -1.002
N 0.54465 0.78584 0.89378 0.442 -0.317 -1.421 -0.483
H 1.95699 0.19537 3.23321 -0.485 0.259 0.533 0.441
C 0.70573 -0.36823 0.12863 -0.810 0.666 0.921 -0.099
C -0.40317 1.47457 0.34728 -0.399 0.152 -0.551 0.205
C -0.23145 -0.35241 -0.84406 -0.322 -0.767 -0.898 0.114
N -0.95366 0.81101 -0.70388 0.799 -0.438 -0.141 -0.519
H -1.65898 1.08089 -1.36715 -0.043 0.357 0.237 0.421
H -0.67450 2.47619 0.58708 -0.300 0.336 0.417 0.205
H 1.34736 -1.16357 0.46486 0.155 0.024 -0.220 0.220
C -0.56431 -1.34322 -1.91116 -0.436 -0.377 0.844 -0.647
H -0.10583 -1.12599 -2.85743 0.091 0.167 -0.507 0.225
H -0.26861 -2.33614 -1.59827 0.469 -0.171 0.043 0.235
H -1.64336 -1.46006 -2.00310 -0.127 0.350 -0.307 0.219
```
Forces are in eV/Å.

* structure (SMILES): Cc1cnc[nH]1.O
* orbital gap: 9.89 eV
* max |F|: 0.03282 Eh/bohr
* LUMO: 0.62 eV

=====

No. 2
5 unconnected molecules or ions with the total composition CH11O5, computed with ωB97M-V/def2-TZVPD.

```
17
Properties=species:S:1:pos:R:3:forces:R:3:nbo_charge:R:1
C 1.34282 0.02569 -0.88262 -1.375 0.697 0.419 -0.262
O -0.05372 0.13495 -0.59828 1.450 -0.207 -0.261 -0.999
H 1.94788 0.06113 0.03867 0.151 0.087 0.044 0.125
H 1.58107 -0.92962 -1.35696 0.251 -0.153 -0.382 0.123
H 1.75158 0.80398 -1.56590 -0.246 -0.095 0.187 0.130
H 1.77151 2.22468 2.04300 -1.138 0.620 1.291 0.454
H 0.25583 2.42494 2.09971 0.592 -0.309 1.031 0.502
O 1.07048 2.57043 2.67308 0.683 -0.448 -2.097 -0.992
H -0.95663 -1.42001 -1.83486 -2.371 0.719 -2.103 0.513
H -1.89873 -0.49467 -2.71051 0.211 0.413 0.275 0.465
O -1.72804 -1.42228 -2.56320 2.181 -0.880 1.925 -0.998
H -1.74143 1.95999 1.12993 0.351 -0.474 -0.062 0.451
H -0.56101 0.93875 0.68430 -0.670 -0.101 0.122 0.526
O -1.08143 1.35127 1.49809 0.259 0.360 -0.669 -1.029
H 0.75124 -1.86556 -0.25260 0.083 -0.066 0.122 0.492
H -0.45861 -2.61806 0.03687 0.191 -0.358 0.068 0.468
O 0.48026 -2.78932 -0.13669 -0.603 0.192 0.088 -0.970
```
Forces are in eV/Å.

* orbital gap: 8.43 eV
* max |F|: 0.06319 Eh/bohr
* LUMO: 3.97 eV
* charge: -1